# 1
DFT (ωB97M-V with the def2-TZVPD basis set) results for one molecule with the formula C2H4Cl2 at a distorted geometry.

Geometry as XYZ:
```
8
C2H4Cl2 ωB97M-V with the def2-TZVPD basis set
Cl 15.1744 -8.1416 11.7830
C 15.4488 -7.7012 13.4558
C 16.8569 -8.1570 13.9465
Cl 16.7972 -8.8372 15.6094
H 14.6685 -8.0829 14.1143
H 15.2928 -6.6235 13.5059
H 17.6198 -7.3801 13.8962
H 17.3333 -8.9170 13.3272
```

## Properties
Max |F| ... 0.025 Eh/bohr
Kohn-Sham gap ... 11.90 eV
Net charge ... 0
Spin multiplicity ... 1
ΔE to the lowest compared entry with this formula, charge and spin ... 0.298 eV
Structure (SMILES) ... ClCCCl



# 2
DFT (ωB97M-V with the def2-TZVPD basis set) results for a 2-piece molecular cluster, C4H13NO2S overall at a distorted geometry.

Geometry as XYZ:
```
21
C4H13NO2S ωB97M-V with the def2-TZVPD basis set
C -1.0471 1.5872 1.0571
N -1.0890 0.7006 -0.0930
C -0.3820 -0.5567 0.0186
C 1.0896 -0.5022 0.4468
S 2.2107 -1.6982 -0.3115
C -1.1467 -1.5690 0.8648
O -0.7808 -2.8992 0.4174
H -0.9131 2.6441 0.7777
H -2.0020 1.6276 1.6021
H -0.2437 1.4444 1.7817
H -0.7738 1.2016 -0.8988
H -0.3792 -0.9928 -0.9698
H 1.2457 -0.5604 1.5320
H 1.4942 0.4761 0.1817
H 1.6878 -2.7766 0.2734
H -0.9009 -1.4774 1.9306
H -2.2383 -1.4644 0.7710
H -1.3943 -3.5043 0.8485
H -0.0843 6.0523 -2.3429
H -1.5681 6.2052 -2.0895
O -0.8189 5.6259 -1.8893
```

## Properties
Max |F| ... 0.029 Eh/bohr
Kohn-Sham gap ... 9.28 eV
Net charge ... 0
Spin multiplicity ... 1
ΔE to the lowest compared entry with this formula, charge and spin ... 0.950 eV
Structure (SMILES) ... CN[C@H](CO)CS.O



# 3
DFT (ωB97M-V with the def2-TZVPD basis set) results for one molecule with the formula C8H10O at a distorted geometry.

Geometry as XYZ:
```
19
C8H10O ωB97M-V with the def2-TZVPD basis set
C -0.8118 -1.6377 0.1770
C 1.5547 -1.1534 -0.3577
C 2.0966 -0.1159 0.3338
C 1.2267 1.0657 0.6554
C 0.4103 1.7277 -0.3339
C -0.8991 1.5550 -0.5447
C -1.9410 0.6718 0.2032
C -1.9783 -0.6541 0.3605
H -0.2695 -1.5359 1.0799
H -1.2248 -2.7313 0.0564
H 2.0931 -2.2130 -0.3279
H 3.0954 0.1549 0.6322
H 0.6416 0.9102 1.6946
H 1.8803 1.8567 1.1411
H 0.8305 2.5427 -0.9485
H -1.2910 2.2971 -1.2647
H -3.1008 0.9913 0.4442
H -2.7449 -1.2578 0.8105
O 0.2677 -1.2212 -0.7849
```

## Properties
Max |F| ... 0.095 Eh/bohr
Kohn-Sham gap ... 9.76 eV
Net charge ... 0
Spin multiplicity ... 1
ΔE to the lowest compared entry with this formula, charge and spin ... 4.660 eV
Structure (SMILES) ... C1=C\C/C=C\OC\C=C/1



# 4
DFT (ωB97M-V with the def2-TZVPD basis set) results for one molecule with the formula C27H40N2O6 at a distorted geometry.

Geometry as XYZ:
```
75
C27H40N2O6 ωB97M-V with the def2-TZVPD basis set
C -3.0538 -1.6397 1.7604
H -3.3248 -2.4299 2.4564
H -2.0065 -1.7486 1.4933
H -3.6505 -1.7388 0.8572
C -3.3141 -0.2824 2.4059
H -2.6510 -0.1351 3.2702
H -4.3532 -0.2285 2.7447
O -3.1730 0.8088 1.5109
C -1.8938 1.3376 1.3760
C -1.9680 2.6042 0.5076
H -2.7705 3.2094 0.9279
C -0.6466 3.3771 0.6474
H -0.3135 3.3350 1.6884
C -0.7767 4.8462 0.2459
H -1.5233 5.3260 0.8810
C 0.5443 5.6079 0.3905
O 1.5008 5.2543 -0.5783
H 1.6776 4.3098 -0.5098
H 0.3728 6.6768 0.2439
H 0.9489 5.4581 1.4029
H -1.1071 4.9329 -0.7904
H 0.1133 2.8791 0.0381
C -2.2424 2.2820 -0.9786
C -1.6484 0.9545 -1.3242
C -1.0517 0.1399 -0.4567
O -0.9563 0.4054 0.8950
C -0.5298 -1.1811 -0.9272
O -1.0822 -1.7365 -1.8671
N 0.5435 -1.7285 -0.3179
C 1.3639 -1.1758 0.7320
H 2.4061 -1.1838 0.3896
C 1.2214 -2.0471 1.9936
N 1.4931 -3.4492 1.7711
C 2.8579 -3.9016 1.9615
C 3.8979 -3.4063 0.9791
C 4.5876 -2.2271 1.2219
C 5.5299 -1.7191 0.3299
C 5.7582 -2.4425 -0.8143
C 5.0802 -3.6370 -1.0642
C 4.1522 -4.1383 -0.1863
H 3.6454 -5.0673 -0.3901
O 5.5041 -4.1583 -2.2571
C 6.4711 -3.2571 -2.7518
O 6.6222 -2.1860 -1.8451
H 7.4345 -3.7785 -2.8698
H 6.1470 -2.8692 -3.7306
H 6.0620 -0.8040 0.5278
H 4.3964 -1.6828 2.1347
H 2.8320 -4.9947 1.9332
H 3.1494 -3.5988 2.9719
C 0.7764 -3.9541 0.6197
C 0.9278 -3.0877 -0.6409
H 1.9640 -3.0940 -0.9940
H 0.2699 -3.4453 -1.4341
H -0.2876 -3.9800 0.8862
H 1.1018 -4.9741 0.4136
H 0.1855 -1.9645 2.3441
H 1.8787 -1.6741 2.7798
H 1.0688 -0.1539 0.9539
H -1.6798 0.6357 -2.3531
H -1.6881 3.0309 -1.5588
C -3.7116 2.3955 -1.4978
C -4.5171 1.1258 -1.2226
H -5.5379 1.2512 -1.5782
H -4.5403 0.9188 -0.1584
H -4.0771 0.2716 -1.7310
C -4.4341 3.5918 -0.8707
H -4.7016 3.3923 0.1636
H -3.8210 4.4897 -0.9147
H -5.3554 3.7841 -1.4167
C -3.6544 2.6250 -3.0144
H -4.6620 2.6610 -3.4227
H -3.1206 1.8229 -3.5160
H -3.1612 3.5672 -3.2472
H -1.4997 1.5926 2.3800
```

## Properties
Max |F| ... 0.025 Eh/bohr
Kohn-Sham gap ... 8.48 eV
Net charge ... 0
Spin multiplicity ... 1
ΔE to the lowest compared entry with this formula, charge and spin ... 0.328 eV
Structure (SMILES) ... CCO[C@H]1OC(C(=O)N2CCN(Cc3ccc4c(c3)OCO4)CC2)=C[C@@H](C(C)(C)C)[C@@H]1CCCO